Record 1
75
Properties=species:S:1:pos:R:3:forces:R:3 method="wB97M-V/def2-TZVPD" energy_ha=-2296.64364 homo_lumo_gap_ha=0.3084 spin_multiplicity=1 homo_energy_ha=-0.344
I 2.684905 -0.171393 -2.785162 0.001 0.119 -0.043
S 5.501952 1.027599 -3.043900 -0.196 -1.712 0.378
F 6.115893 2.416013 -3.353162 -0.185 0.347 -0.041
O 5.629664 0.195093 -4.165444 -0.322 0.121 -1.701
O 6.114373 0.523134 -1.879518 0.420 0.699 1.454
N 3.930246 1.456342 -2.808494 0.737 0.247 0.076
N 2.662049 3.293948 -1.915613 0.068 -0.079 0.033
C -5.519104 -2.364850 3.271509 -0.011 -0.015 0.010
C 0.606820 -4.728998 5.581505 -0.001 0.015 0.007
C -4.412357 -2.149714 2.461389 0.009 -0.001 -0.029
C -0.537291 -5.913983 0.327514 0.039 -0.031 0.001
C 0.627397 8.599526 -4.974684 -0.012 0.012 0.008
C 0.485904 7.981957 -7.293573 -0.017 0.001 -0.013
C -0.497711 -3.977076 5.205375 0.032 -0.003 -0.009
C -0.172861 -6.741176 -0.725740 -0.017 0.019 -0.030
C -5.448684 -2.089304 4.629759 -0.004 -0.024 -0.004
C 0.144846 2.237714 3.023707 0.009 0.004 -0.005
C -1.416206 -4.496254 4.304098 -0.050 -0.016 -0.011
C -1.349071 1.380297 1.345929 -0.033 -0.036 -0.017
C -0.133018 -6.524579 4.163830 0.001 -0.002 -0.002
C 1.345247 6.917097 -7.063364 0.003 -0.015 -0.013
C 2.944350 4.214918 -3.005962 0.203 0.447 -0.112
C 0.789733 -6.002256 5.059519 0.019 -0.010 0.002
C 3.729408 2.381614 -1.648094 -0.533 0.482 -0.050
C -4.269925 -1.603750 5.179337 0.006 0.014 0.026
C -1.401484 -4.850460 0.108990 -0.028 0.029 0.015
C -0.667428 -6.499932 -2.000284 0.005 -0.011 -0.003
C -3.236563 -1.656041 3.008863 0.017 0.065 -0.038
C 1.845203 6.693232 -5.788264 0.012 -0.007 0.013
C 0.123378 8.820499 -6.248639 0.005 0.009 -0.001
C -1.235411 -5.770081 3.785488 -0.002 -0.045 0.025
C 1.030479 2.636154 2.032037 0.011 -0.013 0.009
C -1.529578 -5.434439 -2.219748 -0.011 0.004 -0.019
C -3.165203 -1.385260 4.369130 -0.001 0.071 -0.013
C 0.729856 2.400466 0.697633 -0.001 -0.088 -0.036
C -1.900279 -4.612182 -1.164387 0.010 0.011 0.003
C -1.043481 1.607727 2.680401 -0.017 -0.010 0.041
C 1.489589 7.536657 -4.744946 0.007 -0.022 0.025
C -0.461041 1.774069 0.355148 0.022 -0.002 0.003
H 1.625608 6.261273 -7.877674 0.001 0.003 0.002
H -1.685937 -4.206728 0.933123 0.011 -0.016 0.014
H 3.560891 1.827975 -0.725416 -0.121 -0.159 -0.064
H -4.212826 -1.395572 6.240159 -0.003 0.004 -0.004
H -1.913533 -5.245109 -3.214235 -0.007 -0.009 0.005
H 2.035310 4.567713 -3.487259 -0.156 -0.059 0.163
H -0.147796 -6.096324 1.320002 0.016 0.019 -0.006
H -1.733176 1.293987 3.454261 -0.020 0.010 -0.017
H -1.954789 -6.174005 3.083935 -0.005 -0.005 0.011
H 1.884311 7.365377 -3.751068 -0.006 0.002 -0.001
H 2.514192 5.860856 -5.608313 0.015 0.011 -0.016
H 1.956501 3.129560 2.299233 0.002 -0.005 -0.005
H -2.577776 -3.784618 -1.334795 0.007 0.001 -0.006
H -2.273763 -3.908789 4.005788 -0.019 -0.019 0.029
H -4.466885 -2.367150 1.401874 -0.002 0.003 0.002
H 0.097622 8.158355 -8.288520 -0.005 -0.005 0.004
H -0.380945 -7.142792 -2.822880 -0.003 0.003 0.000
H -0.698034 1.591594 -0.686337 -0.006 -0.004 0.005
H 1.652359 -6.587777 5.351183 -0.006 0.000 0.004
H -6.436801 -2.748070 2.844096 0.003 0.002 -0.001
H 4.632630 2.974860 -1.500824 0.146 -0.145 -0.181
H -0.642595 -2.985025 5.614830 -0.002 0.001 -0.008
H -6.312496 -2.254142 5.260800 0.006 -0.010 0.002
H 1.424762 2.701813 -0.076082 -0.074 0.093 0.218
H 0.348241 9.256255 -4.160713 0.001 -0.004 0.000
H -2.279288 0.894566 1.078091 -0.005 0.004 0.018
H -0.551879 9.647417 -6.427417 0.009 0.004 -0.002
H 0.007675 -7.519440 3.759317 0.001 0.001 0.005
H -2.246022 -1.004208 4.797277 0.004 -0.005 -0.010
H -2.373774 -1.483751 2.376472 0.014 -0.010 0.020
H 0.381146 2.417896 4.064714 -0.003 0.001 -0.002
H 0.497528 -7.573634 -0.553662 0.008 0.009 -0.001
H 3.463571 5.090023 -2.605903 -0.015 0.027 -0.027
H 1.766843 2.833085 -2.009125 0.101 -0.074 -0.151
H 3.578785 3.804549 -3.798506 -0.080 -0.238 0.064
H 1.325745 -4.322346 6.281392 0.001 -0.006 -0.001

***

Record 2
47
Properties=species:S:1:pos:R:3:forces:R:3 method="wB97M-V/def2-TZVPD" total_charge=-1 energy_ha=-1761.75566 de_lowest_kcal_mol=0.00 homo_lumo_gap_ha=0.2095 spin_multiplicity=1 homo_energy_ha=-0.120
S 2.246970 -2.661428 -2.436901 0.026 -0.240 -0.012
S -0.280924 4.018296 1.484845 -0.093 0.000 -0.138
O -0.712957 5.275354 2.367178 0.076 0.032 0.027
O 2.799218 -2.451194 -1.134354 0.067 0.047 0.066
O 1.117831 4.109371 1.196015 0.053 0.055 -0.016
O -1.727294 -0.443545 -0.729021 -0.107 0.233 0.035
O 3.408860 -3.253093 -3.367123 -0.018 0.085 -0.087
O -0.803471 2.835906 2.087479 0.054 -0.075 0.189
O 1.084800 -3.473132 -2.593456 -0.077 -0.030 0.001
N -4.545511 -0.427790 1.203059 0.013 -0.071 0.048
C -1.105575 -0.375808 0.532044 0.083 0.025 -0.041
C -0.608140 5.118254 3.804104 -0.108 -0.004 0.056
C -1.203131 4.403124 0.040963 0.013 -0.034 -0.036
C -0.136356 -1.528891 0.759624 -0.045 0.250 -0.114
C 0.820245 5.202888 4.293636 0.003 0.024 -0.035
C 3.417040 -5.667575 -2.869971 -0.020 0.019 -0.031
C 2.005633 -1.131647 -3.259478 -0.052 0.045 0.067
C -2.941605 -1.263221 -0.807037 -0.036 -0.081 -0.005
C 4.168019 -4.354882 -2.817428 0.093 0.027 0.023
B -3.785502 -1.640645 0.551060 -0.079 0.057 0.050
H 4.460719 -4.096902 -1.799180 -0.012 0.001 0.003
H -2.671865 -2.170273 -1.368994 0.037 -0.026 0.049
H 5.062398 -4.383871 -3.437610 -0.006 -0.011 -0.008
H -3.987020 0.419437 1.249378 0.057 -0.034 0.004
H -0.547984 0.569256 0.544639 0.013 -0.032 0.036
H 1.289662 6.125196 3.951068 0.001 0.001 0.010
H -0.954915 3.630797 -0.684855 -0.019 -0.009 -0.005
H -0.626251 -2.484509 0.580146 -0.059 -0.005 0.049
H -4.629345 -2.467106 0.165735 0.034 0.071 0.015
H 1.153511 -0.669001 -2.760145 -0.011 0.005 -0.005
H 2.547468 -5.656336 -2.215953 0.002 0.009 0.007
H 3.078673 -5.874322 -3.885302 0.005 -0.008 0.002
H -3.066278 -2.195622 1.393023 -0.018 0.012 -0.064
H 1.773778 -1.332398 -4.301546 -0.014 -0.002 -0.002
H -3.610569 -0.681388 -1.458254 0.053 -0.033 -0.083
H 1.413623 4.362315 3.937602 -0.012 -0.009 -0.001
H -2.260442 4.363863 0.285469 -0.006 -0.003 -0.002
H -1.076255 4.173528 4.080126 0.011 -0.008 -0.009
H 0.821042 5.192725 5.384576 0.015 -0.007 0.009
H -1.214033 5.933435 4.195029 0.016 0.013 -0.006
H 0.245723 -1.508118 1.783783 0.048 -0.042 -0.006
H -5.368392 -0.178175 0.665171 0.033 -0.003 -0.063
H -0.904735 5.384694 -0.316609 0.003 0.000 -0.009
H 4.084773 -6.470292 -2.552539 -0.002 -0.011 0.003
H 2.900754 -0.526410 -3.151741 0.002 0.007 -0.002
H 0.701817 -1.422048 0.068596 0.067 -0.168 0.063
H -1.834005 -0.328818 1.343151 -0.082 -0.069 -0.036

***

Record 3
48
Properties=species:S:1:pos:R:3:forces:R:3 method="wB97M-V/def2-TZVPD" total_charge=+1 energy_ha=-1325.62144 de_lowest_kcal_mol=4.89 homo_lumo_gap_ha="0.2165 / 0.0667" spin_multiplicity=2 homo_energy_ha="-0.393 / -0.393"
F -2.233753 0.497602 -2.244565 0.772 1.064 -0.339
F 5.031140 2.845341 1.429906 0.997 -1.987 -0.426
F 1.303294 -3.093840 3.740705 -0.148 -0.186 0.052
F -7.720486 0.906070 0.044228 1.256 -0.510 0.364
C 4.955169 0.500157 1.894671 0.255 -0.734 0.928
C -1.357433 2.675742 -2.877306 0.096 -1.118 0.886
C 6.686780 0.106245 -0.208690 1.069 -0.025 -1.297
C -0.783609 -2.127326 3.233503 -1.230 0.573 -0.699
C -0.932727 -0.816253 1.178208 -0.331 0.882 0.959
C 1.013771 2.746869 -3.421990 -0.276 0.566 -0.734
C -5.837411 -0.034175 -1.033896 -0.447 0.270 0.786
C -4.812408 -0.964764 -1.030649 0.088 1.234 -1.141
C 6.338634 1.363251 0.085064 -0.048 1.868 -0.742
C -1.195654 1.308587 -2.667363 0.265 -1.031 0.387
C -5.190375 -1.490846 1.234128 -1.578 1.430 2.085
C 1.128151 -1.869039 1.765847 -0.119 0.649 0.987
C 5.390905 -0.780327 1.625519 -0.241 0.793 -0.135
C 5.493691 1.620864 1.164056 -1.744 0.335 0.756
C -1.527580 -1.306493 2.353159 0.709 -0.258 -0.336
C 0.042507 0.667291 -2.831976 -0.117 0.002 -0.652
C 1.157653 1.364261 -3.295744 -1.026 1.086 0.708
C -4.483906 -1.672434 0.092352 0.539 -0.654 -0.768
C 0.525388 -2.355029 2.920447 0.590 -0.079 -0.721
C 6.282927 -0.971733 0.564326 -0.395 -1.093 0.838
C -6.585817 0.119478 0.124935 -0.659 -0.580 1.104
C -0.229652 3.369977 -3.255095 0.244 -0.178 -0.030
C -6.274057 -0.562512 1.333294 0.629 -0.149 -2.337
C 0.410999 -0.971022 0.966512 1.013 -1.765 -0.319
H -6.081951 0.644590 -1.837564 0.091 -0.316 -0.373
H 1.811208 3.399480 -3.745410 0.314 -0.213 -0.046
H -1.413792 -0.173464 0.455850 -0.675 -0.015 0.261
H 4.288620 0.610383 2.737272 -0.181 0.531 -0.066
H 6.588988 2.166127 -0.592504 0.214 0.205 0.156
H -6.866271 -0.412332 2.223869 0.090 -0.059 0.021
H -3.668888 -2.374103 -0.006632 0.080 -0.102 0.410
H 0.181803 -0.396587 -2.708898 -0.584 -0.154 0.181
H 2.082598 0.846170 -3.501770 0.062 0.069 0.047
H 0.855372 -0.538978 0.082056 0.146 0.045 -0.060
H -2.540682 -1.002446 2.571309 -0.145 -0.368 0.050
H 2.161620 -2.170356 1.678995 0.186 0.275 -0.520
H -1.245859 -2.648017 4.059097 0.032 0.305 0.265
H -0.415337 4.420127 -3.425736 0.649 0.204 0.005
H 7.288878 -0.059451 -1.089843 0.081 -0.102 -0.033
H -4.890620 -1.961676 2.158716 -0.034 -0.365 0.004
H -2.233816 3.227888 -2.571551 -0.356 -0.309 -0.381
H 5.059744 -1.651349 2.171471 -0.197 0.210 0.243
H -4.184965 -1.026110 -1.907552 -0.064 -0.223 -0.133
H 6.627210 -1.975840 0.365239 0.129 -0.022 -0.196

***

Record 4
27
Properties=species:S:1:pos:R:3:forces:R:3 method="wB97M-V/def2-TZVPD" energy_ha=-1162.74348 de_lowest_kcal_mol=2.90 homo_lumo_gap_ha=0.3260 smiles=C#C[C@H]1CCCP(NC)N1CS spin_multiplicity=1 homo_energy_ha=-0.297
S -3.356256 0.920389 1.639536 1.772 0.319 -0.910
P 0.463573 0.310517 -0.863784 1.267 0.877 0.836
N -1.033657 0.033581 0.081599 -0.336 -0.042 -1.068
N 1.171013 1.771867 -0.406815 -0.798 0.273 1.366
C -0.845622 -1.810997 -1.603036 -1.269 -0.356 0.462
C 1.504740 -0.723034 0.354996 -1.157 -0.187 -0.421
C 0.966345 3.014490 -1.161700 0.077 0.096 1.692
C -2.184698 0.825939 0.029210 -1.636 1.484 0.282
C -0.888988 -2.261610 -2.722443 0.301 0.085 0.717
C -1.248247 -1.375034 -0.187801 -1.028 -0.179 0.260
C -0.542099 -2.065365 0.942488 -0.033 -2.501 -2.087
C 0.889310 -2.092357 0.530072 0.705 -1.041 0.015
H 0.850343 -2.502394 -0.457763 0.248 -0.588 -0.713
H 1.454571 -0.190845 1.264898 -0.245 0.836 1.272
H -0.805396 -2.687919 -3.691391 -0.024 0.071 -0.112
H -1.894498 1.837817 -0.215019 0.036 0.518 0.495
H 2.547388 -0.766180 0.136428 0.700 -0.031 -0.843
H -2.296970 -1.674077 -0.102566 -0.170 0.609 -0.229
H 0.056349 3.667498 -0.902355 0.887 -1.320 -0.608
H 1.428811 1.941047 0.574397 -0.288 -0.331 -0.601
H 1.419754 -2.879167 1.064810 0.639 0.578 0.546
H 1.040745 2.626659 -2.158781 -0.245 0.954 -0.960
H -0.969779 -3.079235 0.919807 0.502 -0.129 0.428
H -2.581933 1.920385 2.100154 -0.312 -0.176 0.376
H -0.748288 -1.636103 1.873067 -0.427 0.929 1.236
H -3.058780 0.693883 -0.629088 0.886 -1.085 -0.566
H 1.830035 3.602537 -0.834368 -0.053 0.338 -0.863